43
Properties=species:S:1:pos:R:3 method="wB97M-V/def2-TZVPD" e_lumo_ev="-1.283 / -1.304" e_above_lowest_kcal_mol=0.00 e_homo_ev="-7.425 / -7.438" spin_multiplicity=1 homo_lumo_gap_ev="6.1 / 6.1" fmax_ha_per_bohr=0.01060
Pt -0.20577 0.58487 -1.64571
Br -6.50398 2.22775 1.11030
Br -1.97115 -0.16482 3.42482
Se -1.13375 -1.66333 -1.97629
S 2.07892 -0.58010 -0.23414
O -0.73757 0.48542 0.68348
O 1.72496 -0.11231 -1.67727
N -1.99710 1.44608 -1.55042
N -0.97215 -1.93349 -4.96327
C 2.96613 0.62528 2.07495
C -4.01926 1.82197 -0.29391
C -4.56077 2.45525 -1.43384
C 2.75153 -3.73000 -0.41639
C 3.68568 -1.37339 -0.45557
C -2.76291 0.62164 1.90281
C -4.71436 1.63636 0.92167
C -2.68975 1.35020 -0.37192
C 1.82167 0.13644 2.94905
C 3.71831 -2.73996 0.21530
C -4.09510 1.03107 1.98055
C -1.02463 -1.81749 -3.81750
C 2.55515 0.91819 0.63644
C -3.82007 2.57829 -2.57237
C -2.53061 2.03102 -2.60548
C -1.97540 0.79200 0.76038
H 4.74199 -3.11359 0.13702
H 1.03432 0.88499 3.01974
H -5.56797 2.84484 -1.38653
H 4.45607 -0.70234 -0.07564
H -1.93501 2.03264 -3.50798
H 3.51435 -2.63053 1.28383
H 1.65883 1.54193 0.59944
H 3.79200 -0.09333 2.08609
H 3.79476 -1.45338 -1.53874
H 3.35110 1.38441 0.05182
H -4.63576 0.87600 2.90418
H 2.74665 -4.66966 0.13362
H -4.21410 3.05694 -3.45627
H 3.03494 -3.94407 -1.44743
H 1.72797 -3.35144 -0.42981
H 2.18241 -0.08209 3.95346
H 1.35017 -0.76100 2.54945
H 3.37928 1.55274 2.47808

***

37
Properties=species:S:1:pos:R:3 method="wB97M-V/def2-TZVPD" e_lumo_ev=-4.974 e_above_lowest_kcal_mol=14.68 e_homo_ev=-12.309 spin_multiplicity=1 homo_lumo_gap_ev=7.3 total_charge=+1 fmax_ha_per_bohr=0.07784
Cl 3.85533 -3.04595 3.42731
Cl -3.49378 4.78838 0.19925
N 2.06812 3.22923 2.64653
C -2.03473 2.78794 1.25681
C 2.02630 0.59194 1.45017
C 1.95048 4.65440 2.74547
C 3.90830 -0.94382 1.72874
C -0.94614 4.15334 -0.43572
C 0.31582 2.40392 0.71550
C 1.81170 -1.37932 2.87806
C -0.85164 2.07836 1.46378
C 0.23242 3.45835 -0.24737
C 0.77521 5.10480 3.59195
C 1.65246 1.92067 0.99929
C 1.23511 -0.26566 2.27160
C 3.37241 0.19464 1.16506
C 3.23159 5.38573 3.08542
C -2.07743 3.84276 0.32744
C 3.14959 -1.72261 2.61197
H 4.94262 -1.22787 1.52230
H -0.83505 1.27387 2.20196
H 1.36897 2.64192 3.16962
H 0.17151 -0.06953 2.41510
H 0.94837 4.99143 4.67146
H 4.08138 5.01614 2.50496
H 3.49295 5.32879 4.14767
H 3.10930 6.44504 2.83575
H 3.95456 0.79735 0.45120
H 1.12098 3.67442 -0.85892
H 1.22883 -1.97019 3.57112
H -0.99032 4.97676 -1.15025
H 3.01788 2.78868 2.56858
H -0.15185 4.57520 3.33574
H 0.58954 6.17148 3.40697
H 2.48237 2.54020 0.59970
H -2.90798 2.55094 1.85027
H 1.70670 4.91509 1.71690

***

49
Properties=species:S:1:pos:R:3 method="wB97M-V/def2-TZVPD" e_lumo_ev=-0.688 e_homo_ev=-8.626 spin_multiplicity=1 homo_lumo_gap_ev=7.9 fmax_ha_per_bohr=0.10781
I 0.07232 -2.13201 0.01617
Cl -4.94984 3.43133 -1.30361
P -1.47393 -1.55630 -1.82748
Si -2.46745 0.30082 -1.11456
F -0.63831 0.64889 3.61177
O 3.24757 -4.45087 -1.24527
O -2.72172 -2.73529 -1.99257
O -1.88913 -1.18511 3.11749
O -4.07795 2.48380 -3.64889
O 2.08091 -5.26373 0.51747
O 1.93955 -6.28384 -1.48073
O -3.85909 -0.77881 0.96562
O 0.37000 1.57211 0.82645
N -2.39361 0.84068 1.89251
N 0.85626 3.88680 0.90732
C 1.03288 -6.21819 0.61632
C 2.27654 3.46576 0.94901
C -1.32557 2.94332 -0.35701
C 2.49394 -5.25620 -0.78030
C -4.12721 0.61453 -2.07503
C -1.67941 0.00373 2.84930
C 2.89991 2.77906 2.22015
C 0.01058 2.74231 0.51242
C 4.61108 3.35251 -0.31538
C 3.11528 3.74957 -0.35097
C 1.29878 -7.13348 -0.54020
C 5.21909 2.69836 0.94584
C 4.39272 2.37735 2.22050
C -4.34162 2.16006 -2.45844
C -1.30025 1.76846 -1.48086
C -2.94750 0.08208 0.74003
H 6.32518 2.42348 0.93294
H -3.07884 1.46966 2.33238
H 1.06919 -6.73662 1.57569
H 5.27249 3.55767 -1.22053
H -1.56898 2.27614 -2.47937
H 0.57249 4.30105 1.80608
H -0.22808 1.35581 -1.62996
H -3.46136 -2.30623 -2.49611
H 0.07339 -5.69985 0.52863
H -4.99804 0.34137 -1.37152
H -1.27494 3.99290 -0.84166
H 1.97898 -7.95005 -0.28024
H -2.28995 2.90029 0.24896
H 4.85025 1.87875 3.14841
H 0.38297 -7.55463 -0.95783
H -4.17507 0.02994 -3.06792
H 2.62683 4.22812 -1.27614
H 2.19865 2.58449 3.11112

***

Please write out number 3 again, unchanged.
49
Properties=species:S:1:pos:R:3 method="wB97M-V/def2-TZVPD" e_lumo_ev=-0.688 e_homo_ev=-8.626 spin_multiplicity=1 homo_lumo_gap_ev=7.9 fmax_ha_per_bohr=0.10781
I 0.07232 -2.13201 0.01617
Cl -4.94984 3.43133 -1.30361
P -1.47393 -1.55630 -1.82748
Si -2.46745 0.30082 -1.11456
F -0.63831 0.64889 3.61177
O 3.24757 -4.45087 -1.24527
O -2.72172 -2.73529 -1.99257
O -1.88913 -1.18511 3.11749
O -4.07795 2.48380 -3.64889
O 2.08091 -5.26373 0.51747
O 1.93955 -6.28384 -1.48073
O -3.85909 -0.77881 0.96562
O 0.37000 1.57211 0.82645
N -2.39361 0.84068 1.89251
N 0.85626 3.88680 0.90732
C 1.03288 -6.21819 0.61632
C 2.27654 3.46576 0.94901
C -1.32557 2.94332 -0.35701
C 2.49394 -5.25620 -0.78030
C -4.12721 0.61453 -2.07503
C -1.67941 0.00373 2.84930
C 2.89991 2.77906 2.22015
C 0.01058 2.74231 0.51242
C 4.61108 3.35251 -0.31538
C 3.11528 3.74957 -0.35097
C 1.29878 -7.13348 -0.54020
C 5.21909 2.69836 0.94584
C 4.39272 2.37735 2.22050
C -4.34162 2.16006 -2.45844
C -1.30025 1.76846 -1.48086
C -2.94750 0.08208 0.74003
H 6.32518 2.42348 0.93294
H -3.07884 1.46966 2.33238
H 1.06919 -6.73662 1.57569
H 5.27249 3.55767 -1.22053
H -1.56898 2.27614 -2.47937
H 0.57249 4.30105 1.80608
H -0.22808 1.35581 -1.62996
H -3.46136 -2.30623 -2.49611
H 0.07339 -5.69985 0.52863
H -4.99804 0.34137 -1.37152
H -1.27494 3.99290 -0.84166
H 1.97898 -7.95005 -0.28024
H -2.28995 2.90029 0.24896
H 4.85025 1.87875 3.14841
H 0.38297 -7.55463 -0.95783
H -4.17507 0.02994 -3.06792
H 2.62683 4.22812 -1.27614
H 2.19865 2.58449 3.11112